Below is an isolated ion of composition C5H12NO and charge -2 at a distorted geometry, with properties calculated with the ωB97M-V functional and the def2-TZVPD basis.

Structure (ORCA input):
```
! RIJCOSX wB97M-V def2-TZVPD def2/J DEFGRID3
* xyz -2 2
O 0.0078 -1.7872 1.1933
N 0.6738 0.7570 1.1071
C -1.2598 0.0985 -2.1819
C -0.0138 0.0869 -1.2762
C 1.9144 1.1849 0.5272
C -1.0132 -0.9531 0.8992
C -0.4247 0.4100 0.1897
H 0.4249 -0.9110 -1.2320
H -1.0310 -0.3065 -3.1772
H -1.1504 1.2263 0.0306
H -1.6010 -0.6874 1.8066
H 2.5859 0.4211 0.0973
H 0.6781 0.8639 -1.5991
H 1.8442 1.9234 -0.2768
H -2.0930 -0.4407 -1.7339
H -1.6700 1.0924 -2.4103
H 0.8566 -0.1857 1.4893
H 2.5792 1.6119 1.3143
H -1.6955 -1.3031 0.1062
*
```

Properties
- HOMO level (spin up / spin down): 4.424 / 0.027 eV
- E_LUMO (spin up / spin down): 6.756 / 6.687 eV
- Orbital gap (spin up / spin down): 0.0857 / 0.2448 hartree
- ΔE to the lowest compared entry with this formula, charge and spin: 17.55 kcal per mole


Below is one molecule with the formula C5H12NO at a distorted geometry, with properties calculated with the ωB97M-V functional and the def2-TZVPD basis.

Structure (ORCA input):
```
! RIJCOSX wB97M-V def2-TZVPD def2/J DEFGRID3
* xyz 0 2
O 0.4559 -1.8099 -2.7011
N -2.0105 1.3727 1.4869
C 1.2111 0.4384 0.0608
C 0.6029 -1.5610 -1.4668
C 0.8676 0.0587 -1.3570
C 0.1728 -0.0429 1.1569
C -1.3011 0.3009 0.6931
H -2.0010 -0.6729 0.6668
H -1.3106 0.5841 -0.3272
H 0.4100 0.3777 2.1454
H 2.1460 -0.0628 0.3234
H 1.6538 0.2880 -2.0060
H -1.7209 1.3862 2.4301
H 0.3173 -1.1134 1.2815
H -1.9680 2.2273 1.0824
H 1.4711 -1.9421 -1.0276
H -0.0374 0.5688 -1.6519
H -0.2991 -1.9242 -1.0577
H 1.3401 1.5266 0.2676
*
```

Properties
- HOMO level (spin up / spin down): -9.168 / -9.164 eV
- E_LUMO (spin up / spin down): 1.012 / -1.237 eV
- Orbital gap (spin up / spin down): 0.3741 / 0.2913 hartree
- ΔE to the lowest compared entry with this formula, charge and spin: 35.50 kcal per mole


What did the first record say?
Below is an isolated ion of composition C5H12NO and charge -2 at a distorted geometry, with properties calculated with the ωB97M-V functional and the def2-TZVPD basis.

Structure (ORCA input):
```
! RIJCOSX wB97M-V def2-TZVPD def2/J DEFGRID3
* xyz -2 2
O 0.0078 -1.7872 1.1933
N 0.6738 0.7570 1.1071
C -1.2598 0.0985 -2.1819
C -0.0138 0.0869 -1.2762
C 1.9144 1.1849 0.5272
C -1.0132 -0.9531 0.8992
C -0.4247 0.4100 0.1897
H 0.4249 -0.9110 -1.2320
H -1.0310 -0.3065 -3.1772
H -1.1504 1.2263 0.0306
H -1.6010 -0.6874 1.8066
H 2.5859 0.4211 0.0973
H 0.6781 0.8639 -1.5991
H 1.8442 1.9234 -0.2768
H -2.0930 -0.4407 -1.7339
H -1.6700 1.0924 -2.4103
H 0.8566 -0.1857 1.4893
H 2.5792 1.6119 1.3143
H -1.6955 -1.3031 0.1062
*
```

Properties
- HOMO level (spin up / spin down): 4.424 / 0.027 eV
- E_LUMO (spin up / spin down): 6.756 / 6.687 eV
- Orbital gap (spin up / spin down): 0.0857 / 0.2448 hartree
- ΔE to the lowest compared entry with this formula, charge and spin: 17.55 kcal per mole


Question: What is the ΔE to the lowest compared entry with this formula, charge and spin in the second record?
Answer: 35.50 kcal per mole


Please write out number 2 again, unchanged.
Below is one molecule with the formula C5H12NO at a distorted geometry, with properties calculated with the ωB97M-V functional and the def2-TZVPD basis.

Structure (ORCA input):
```
! RIJCOSX wB97M-V def2-TZVPD def2/J DEFGRID3
* xyz 0 2
O 0.4559 -1.8099 -2.7011
N -2.0105 1.3727 1.4869
C 1.2111 0.4384 0.0608
C 0.6029 -1.5610 -1.4668
C 0.8676 0.0587 -1.3570
C 0.1728 -0.0429 1.1569
C -1.3011 0.3009 0.6931
H -2.0010 -0.6729 0.6668
H -1.3106 0.5841 -0.3272
H 0.4100 0.3777 2.1454
H 2.1460 -0.0628 0.3234
H 1.6538 0.2880 -2.0060
H -1.7209 1.3862 2.4301
H 0.3173 -1.1134 1.2815
H -1.9680 2.2273 1.0824
H 1.4711 -1.9421 -1.0276
H -0.0374 0.5688 -1.6519
H -0.2991 -1.9242 -1.0577
H 1.3401 1.5266 0.2676
*
```

Properties
- HOMO level (spin up / spin down): -9.168 / -9.164 eV
- E_LUMO (spin up / spin down): 1.012 / -1.237 eV
- Orbital gap (spin up / spin down): 0.3741 / 0.2913 hartree
- ΔE to the lowest compared entry with this formula, charge and spin: 35.50 kcal per mole